Entry 1:
ORCA calculation (wB97M-V/def2-TZVPD) on a cluster of 3 separate species, C6H18O2 in total.

Atoms and positions in Å:
O (1.416, 2.138, -0.831)
H (-0.150, -3.303, -0.084)
O (2.536, 1.523, 1.438)
C (0.658, -2.597, 0.078)
H (-1.701, 0.613, -0.754)
H (-0.299, 1.310, 1.395)
H (2.444, 2.419, 1.091)
C (-1.343, 1.555, 1.124)
H (-0.500, -0.035, -1.988)
H (1.463, -2.824, -0.618)
H (1.414, 1.669, -1.672)
H (-2.987, 0.363, 0.423)
C (0.244, -0.781, -1.647)
C (-1.904, 0.433, 0.329)
H (0.570, 2.596, -0.825)
H (1.060, -2.541, 1.086)
H (-1.169, -1.240, 1.498)
C (-1.221, -0.996, 0.423)
H (1.199, -0.454, -2.055)
H (-1.815, -1.802, -0.005)
H (0.046, -1.698, -2.213)
H (0.806, -0.482, 0.455)
H (-1.184, 2.539, 0.679)
H (2.133, 0.953, 0.791)
C (0.151, -1.077, -0.179)
H (-1.866, 1.719, 2.065)

Values from the calculation:
Electronic energy: -10598.043 eV
HOMO energy (alpha / beta): -14.272 / -14.109 eV
ΔE to the lowest compared entry with this formula, charge and spin: 27.9 kJ/mol
2S+1: 2
<S²>: 0.754
Total charge: +1

***

Entry 2:
ORCA calculation (wB97M-V/def2-TZVPD) on a structure of composition C6H18O3RbS3.

Atoms and positions in Å:
C (-3.414, -0.828, -1.746)
C (1.246, -3.873, 3.635)
H (2.950, -1.508, 4.426)
C (-1.830, -0.531, 0.421)
H (-3.684, 0.098, -1.254)
H (-2.685, 0.027, 0.812)
H (-1.125, 0.231, 0.071)
H (-0.337, 3.917, -4.223)
H (-3.000, -0.650, -2.736)
H (2.722, -0.568, 2.935)
C (2.316, -1.369, 3.552)
S (2.344, -2.894, 2.561)
C (0.329, 3.840, -1.240)
H (0.501, -3.232, 4.111)
O (1.578, -2.564, 1.303)
H (0.134, 3.449, -0.244)
S (-2.226, -1.807, -0.774)
H (1.856, -4.365, 4.394)
C (0.597, 3.449, -3.903)
O (-0.983, -1.864, -1.643)
H (0.963, 2.959, -4.811)
H (1.298, -1.071, 3.801)
H (0.650, -4.665, 3.179)
O (1.395, 1.557, -2.176)
H (1.396, 4.187, -3.788)
H (-1.357, -0.855, 1.354)
H (-4.255, -1.508, -1.885)
S (0.216, 2.475, -2.428)
Rb (1.520, -0.898, -0.943)
H (-0.437, 4.581, -1.470)
H (1.323, 4.280, -1.291)

Values from the calculation:
Electronic energy: -45810.840 eV
HOMO energy: -12.196 eV
ΔE to the lowest compared entry with this formula, charge and spin: 69.1 kJ/mol
2S+1: 1
Total charge: +1

***

Entry 3:
ORCA calculation (wB97M-V/def2-TZVPD) on a structure of composition C6H19BNP2Zn.

Atoms and positions in Å:
N (-1.233, -1.269, -1.894)
H (1.898, -1.896, 1.531)
H (3.262, 0.692, -0.482)
H (-1.540, 2.093, 0.133)
H (-2.159, -1.132, -1.507)
C (1.019, -2.536, 1.519)
H (-1.168, -0.820, -2.800)
C (-1.179, -0.657, 2.083)
H (0.967, 1.173, 1.527)
C (1.467, 1.370, 0.574)
H (-0.568, 3.135, -0.871)
H (-2.629, 2.867, -2.058)
H (3.517, 1.179, 1.185)
H (0.763, -2.866, 2.526)
C (2.825, 0.667, 0.515)
H (-0.483, -0.541, 2.914)
P (-0.454, -1.715, 0.786)
H (-1.460, 1.872, -2.946)
H (-1.449, 0.323, 1.696)
C (-1.985, 1.991, -1.999)
H (1.625, 2.451, 0.537)
B (-0.086, -0.888, -0.912)
H (1.231, -3.430, 0.941)
C (-1.015, 2.138, -0.826)
H (0.912, -1.568, -1.253)
H (2.768, -0.364, 0.861)
H (-2.082, -1.129, 2.474)
H (-2.647, 1.134, -1.865)
Zn (-0.523, -3.242, -1.521)
P (0.405, 0.970, -0.869)

Values from the calculation:
Electronic energy: -75684.533 eV
HOMO energy: -10.617 eV
2S+1: 1
Total charge: +1

***

Entry 4:
ORCA calculation (wB97M-V/def2-TZVPD) on a cluster of 3 separate species, C6H19N2O2 in total.

Atoms and positions in Å:
H (0.245, 1.175, 0.977)
H (-1.588, -2.395, 1.089)
N (-1.098, -1.695, 0.484)
H (1.128, 1.852, -3.626)
H (1.925, 0.226, -0.006)
H (-1.641, -1.544, -0.361)
H (1.756, -0.589, -1.509)
H (2.468, 2.348, -1.231)
H (-1.315, 1.680, -1.938)
H (2.811, 1.141, -2.534)
H (-0.075, -2.018, 0.451)
O (-3.037, -3.364, 1.926)
H (0.749, 3.096, -2.572)
C (1.493, 0.348, -0.984)
H (-0.458, 0.348, -2.980)
H (-1.479, 1.450, 0.223)
H (2.345, -0.083, 2.883)
H (-1.932, -0.023, 1.700)
C (-0.378, 1.158, -2.220)
H (1.685, -1.032, 3.825)
H (-0.296, -0.497, 2.051)
H (-3.643, -2.578, 2.054)
C (-0.598, 0.832, 0.299)
C (-1.054, -0.431, 1.242)
H (-2.461, -3.165, 2.700)
O (1.505, -0.208, 3.352)
C (2.062, 1.512, -1.746)
N (0.010, 0.446, -0.940)
C (0.871, 2.009, -2.607)

Values from the calculation:
Electronic energy: -13597.630 eV
HOMO energy: -12.000 eV
ΔE to the lowest compared entry with this formula, charge and spin: 300.5 kJ/mol
2S+1: 1
Total charge: +1

***

Entry 5:
ORCA calculation (wB97M-V/def2-TZVPD) on the ion C6H19N2O3Si with charge +1.

Atoms and positions in Å:
O (-1.246, -1.339, 0.414)
C (0.005, 1.383, 0.045)
C (1.980, -2.134, -0.854)
H (-1.618, 2.653, 0.082)
C (0.392, -1.219, 3.120)
C (-2.048, -1.922, -0.594)
H (0.400, -0.608, 4.021)
C (0.162, 1.781, -1.419)
Si (0.131, -0.514, 0.453)
H (-0.856, 0.103, -2.313)
H (1.258, -2.934, -1.012)
H (-0.547, -1.763, 3.051)
H (1.239, 1.599, 1.725)
H (-1.707, 1.420, 1.198)
H (-0.851, 1.558, -3.304)
O (1.329, -0.912, -0.552)
H (2.646, -2.412, -0.037)
C (-0.940, 1.185, -2.288)
H (1.221, -1.927, 3.148)
H (1.139, 3.025, 0.838)
H (-1.453, -2.215, -1.459)
H (0.134, 2.872, -1.499)
O (0.544, -0.347, 2.012)
N (1.247, 2.007, 0.783)
H (1.124, 1.427, -1.789)
H (2.560, -1.977, -1.762)
H (-2.815, -1.212, -0.905)
H (-1.925, 1.451, -1.914)
H (2.115, 1.753, 0.308)
H (-2.523, -2.803, -0.163)
N (-1.097, 2.019, 0.668)

Values from the calculation:
Electronic energy: -23527.954 eV
HOMO energy: -13.687 eV
SMILES: CC[C@](N)([NH3+])[Si](OC)(OC)OC
ΔE to the lowest compared entry with this formula, charge and spin: 0.0 kJ/mol
2S+1: 1
Total charge: +1

***

Entry 6:
ORCA calculation (wB97M-V/def2-TZVPD) on the ion C6H19N4 with charge +1.

Atoms and positions in Å:
H (-2.368, -1.950, -0.556)
H (3.062, 0.956, -0.875)
C (1.002, -1.436, -1.052)
H (-1.629, -0.833, -1.650)
C (2.080, 1.371, -0.573)
N (1.184, 0.502, 0.267)
H (-1.893, 0.801, 1.444)
H (1.415, -1.060, 1.498)
C (-2.068, -1.004, -0.698)
H (-1.667, -2.018, 1.412)
C (2.021, -0.220, 1.302)
H (0.304, 1.022, 0.836)
N (-0.898, -1.339, 1.368)
H (1.693, 1.771, -1.548)
H (2.050, 0.522, 2.034)
H (-1.169, 1.527, -1.229)
H (2.133, 2.347, -0.012)
H (-1.436, 2.790, -0.137)
H (0.250, -2.057, -1.524)
H (2.820, -0.523, 0.757)
H (-2.941, -0.331, -0.658)
N (-1.323, 0.837, 0.643)
H (1.869, -1.254, -1.790)
C (-1.699, 1.780, -0.393)
H (-2.705, 1.495, -0.703)
C (-1.075, -0.498, 0.268)
N (0.347, -0.233, -0.578)
H (-0.710, -0.877, 2.314)
H (1.348, -2.089, -0.170)

Values from the calculation:
Electronic energy: -12481.308 eV
HOMO energy: -13.080 eV
SMILES: CN[C@](C)(N)N(C)[NH+](C)C
ΔE to the lowest compared entry with this formula, charge and spin: 304.4 kJ/mol
2S+1: 1
Total charge: +1

***

Question: Look up the 2S+1 of the sixth one.
Answer: 1

***

Question: Which value of total charge does entry 6 give?
Answer: +1

***

Question: What is the 2S+1 in the fifth record?
Answer: 1